Entry 1:
Entry from the OMol25 dataset: C4H6BrN2 as an isolated structure at a distorted geometry (ωB97M-V/def2-TZVPD).

Structure (XYZ):
```
13
Properties=species:S:1:pos:R:3:forces:R:3
C 3.294 -0.010 -0.290 2.7 -0.4 1.5
C -3.540 0.983 -0.192 -1.2 -0.2 2.3
C 1.967 -0.025 -0.424 -2.0 -0.7 -0.1
C -2.198 -0.960 0.428 0.3 -0.3 -1.0
N -2.793 -0.026 -0.004 1.6 -1.5 0.0
N 1.087 -0.102 0.569 0.2 1.3 -1.5
Br -0.668 -1.804 0.581 -1.2 -0.8 0.3
H 4.027 -0.089 -1.100 -0.5 0.3 0.3
H 3.646 -0.053 0.768 0.2 0.2 -1.0
H -4.015 1.167 0.767 -0.3 1.3 -0.3
H -3.932 1.244 -1.122 -0.3 0.5 -1.5
H 1.528 -0.113 -1.377 -0.4 0.4 -1.4
H 1.597 -0.212 1.396 0.9 0.0 2.1
```
Forces are in eV/Å.

Computed properties:
Energy above the lowest of the compared OMol25 structures with the same formula, charge and spin (kcal per mole): 147.8
HOMO energy (spin up / spin down) (hartree): -0.4690 / -0.4778
Frontier orbital gap (spin up / spin down) (eV): 6.27 / 7.88
Multiplicity: 1
Total charge: +1

---

Entry 2:
Entry from the OMol25 dataset: a 2-piece molecular cluster, CH6Cl2OSi2 overall at a distorted geometry (ωB97M-V/def2-TZVPD).

Structure (XYZ):
```
12
Properties=species:S:1:pos:R:3:forces:R:3
C 1.111 -1.169 1.422 -1.5 0.4 2.3
O -1.681 1.774 -0.510 6.2 2.3 3.4
Si -2.929 1.291 -1.193 -6.1 -1.6 -3.6
Si 1.607 -0.224 -0.115 0.0 -0.3 -0.6
Cl 2.178 1.707 0.233 0.0 0.0 0.1
Cl 3.205 -1.262 -0.943 -0.1 0.2 0.2
H 0.877 -0.652 2.446 0.9 0.0 -2.0
H 0.028 -1.515 1.259 1.8 -0.6 -0.1
H 1.910 -1.903 1.737 -1.3 0.2 -0.8
H -3.446 0.033 -0.798 -0.2 -1.0 0.4
H -3.514 2.118 -2.238 0.1 0.2 -0.1
H 0.652 -0.199 -1.300 0.2 0.0 1.0
```
Forces are in eV/Å.

Computed properties:
HOMO energy (spin up / spin down) (hartree): -0.2379 / -0.4045
Frontier orbital gap (spin up / spin down) (eV): 7.09 / 7.04
<S²>: 2.006
Multiplicity: 3
Total charge: 0

---

Entry 3:
Entry from the OMol25 dataset: C23H19F5N5O4RuSSe as an isolated structure (ωB97M-V/def2-TZVPD).

Structure (XYZ):
```
59
Properties=species:S:1:pos:R:3:forces:R:3
Ru 0.144 -0.341 -0.367 -0.4 -0.4 0.0
O 1.780 0.984 -4.385 0.0 0.1 0.1
C 1.347 0.430 -3.272 0.1 -0.1 -0.1
O 0.562 0.941 -2.504 -0.1 0.1 0.2
C 1.896 -0.944 -3.047 -0.1 0.1 0.0
C 2.930 -1.481 -3.793 0.0 0.0 -0.1
C 3.331 -2.777 -3.508 0.0 0.0 -0.1
C 2.639 -3.494 -2.545 0.0 0.0 0.0
C 1.600 -2.877 -1.865 0.0 0.0 0.0
N 1.268 -1.603 -2.077 0.2 0.0 0.2
C 0.732 -3.570 -0.848 0.0 -0.1 0.0
O 0.709 -4.895 -0.820 0.1 0.0 0.0
O 0.047 -2.933 -0.091 0.0 0.0 -0.1
H 1.365 1.855 -4.508 0.0 0.0 0.0
H 3.405 -0.899 -4.569 0.0 0.0 0.0
H 4.157 -3.226 -4.043 0.0 0.0 0.0
H 2.926 -4.515 -2.325 0.0 0.0 0.0
H 1.214 -5.306 -1.535 0.0 0.0 0.0
F 4.409 5.198 -1.821 0.0 0.0 0.0
C 3.425 4.500 -1.297 0.1 0.1 -0.1
C 2.291 5.144 -0.826 0.1 0.2 0.0
F 2.201 6.460 -0.905 0.0 -0.1 0.0
C 1.265 4.398 -0.284 -0.1 0.0 0.1
F 0.190 5.043 0.147 0.0 -0.1 0.0
C 1.330 3.005 -0.200 -0.2 0.0 0.1
Se -0.119 2.060 0.539 0.1 0.3 0.0
C 2.489 2.397 -0.676 0.0 0.0 0.0
F 2.638 1.061 -0.614 0.0 -0.1 0.0
C 3.525 3.117 -1.221 0.1 0.0 0.0
F 4.611 2.500 -1.672 0.0 0.0 0.0
C 1.392 -3.350 4.332 0.0 0.0 -0.1
N 1.582 -2.448 3.195 0.1 -0.1 0.1
C 2.772 -2.168 2.566 -0.1 0.0 0.1
C 2.479 -1.278 1.581 -0.1 0.0 0.1
N 1.120 -1.014 1.601 0.3 0.0 -0.4
C 0.622 -1.744 2.578 -0.1 0.0 0.0
H 2.366 -3.670 4.687 0.0 0.0 0.0
H 0.818 -4.223 4.030 0.0 0.0 0.0
H 0.877 -2.834 5.138 0.0 0.0 0.0
H 3.705 -2.596 2.891 0.0 0.0 0.0
H 3.153 -0.790 0.897 0.0 0.0 0.0
H -0.419 -1.791 2.857 0.0 0.0 0.0
C -7.031 0.129 0.457 0.1 0.0 0.0
C -5.615 0.514 0.727 -0.1 -0.1 -0.1
C -5.216 1.559 1.513 0.0 0.1 0.1
C -3.845 1.799 1.658 0.1 0.1 0.1
N -2.922 1.052 1.046 0.0 -0.1 0.0
C -3.310 0.047 0.275 0.0 0.1 -0.1
S -2.254 -0.996 -0.586 0.1 0.0 0.1
N -4.642 -0.218 0.139 0.0 0.0 -0.1
C -3.342 2.920 2.507 0.0 -0.1 0.0
H -7.711 0.743 1.039 0.0 0.0 0.0
H -7.203 -0.920 0.703 0.0 0.0 0.0
H -7.258 0.266 -0.602 0.0 0.0 0.0
H -5.948 2.177 2.010 0.0 0.0 0.0
H -4.895 -1.006 -0.444 0.0 0.0 0.0
H -4.148 3.440 3.016 0.0 0.0 0.0
H -2.796 3.629 1.881 0.0 0.0 0.0
H -2.632 2.536 3.241 0.0 0.0 0.0
```
Forces are in eV/Å.

Computed properties:
Energy above the lowest of the compared OMol25 structures with the same formula, charge and spin (kcal per mole): 0.0
HOMO energy (spin up / spin down) (hartree): -0.4868 / -0.5115
Frontier orbital gap (spin up / spin down) (eV): 7.26 / 6.24
<S²>: 8.772
Multiplicity: 6
Total charge: +2

---

Entry 4:
Entry from the OMol25 dataset: an isolated ion of composition C3H10NS2 and charge +1 at a distorted geometry (ωB97M-V/def2-TZVPD).

Structure (XYZ):
```
16
Properties=species:S:1:pos:R:3:forces:R:3
N -1.603 1.292 0.119 -1.6 1.0 0.3
C -1.571 0.106 -0.820 1.4 -1.2 0.5
C -2.881 -0.608 -0.650 -0.9 -0.3 -0.4
C -0.327 -0.744 -0.438 -0.9 -1.4 -0.9
S 1.120 0.278 -0.327 0.2 1.2 -0.8
S 2.201 -0.262 1.231 0.6 -0.5 1.2
H -0.803 1.917 0.246 0.7 -0.6 -0.4
H -2.381 1.923 -0.097 -0.1 -0.1 -0.4
H -1.875 0.956 1.045 0.4 -0.2 0.2
H -1.463 0.387 -1.864 0.1 0.8 0.1
H -3.639 -0.022 -1.169 -0.3 0.1 0.3
H -2.947 -1.585 -1.142 0.5 0.2 0.1
H -3.176 -0.773 0.391 0.1 0.1 0.0
H -0.545 -1.473 0.354 0.3 0.7 0.5
H -0.090 -1.434 -1.266 -0.5 0.3 0.0
H 2.966 -1.187 0.627 0.0 0.0 0.0
```
Forces are in eV/Å.

Computed properties:
Energy above the lowest of the compared OMol25 structures with the same formula, charge and spin (kcal per mole): 12.6
HOMO energy (hartree): -0.4814
Frontier orbital gap (eV): 9.59
Multiplicity: 1
Total charge: +1

---

no.,E (eV)
1,-77254.4979
2,-43979.7318
3,-132136.8481
4,-26427.0043